A molecular structure, C56H78BGeN6O6S2SbSc, computed with the ωB97M-V functional and the def2-TZVPD basis.

Output
**Maximum force**: 0.7 eV Å⁻¹
**Total charge**: +1
**Calculated total energy**: -6859.894018 Ha

Each line ends with the Löwdin charge.
Cartesian coordinates (Å):
Sc -0.108 -1.101 -1.661  1.20
C -0.084 -5.447 -4.586  0.00
C -0.051 -3.957 -4.552  -0.24
C 0.440 -3.060 -5.484  0.05
C 0.209 -1.786 -4.961  -0.20
N -0.360 -1.905 -3.747  0.05
N -0.544 -3.246 -3.532  0.01
B -1.478 -3.707 -2.404  -0.54
N -0.701 -3.627 -1.044  0.00
N 0.624 -3.231 -1.115  0.06
C 1.303 -4.024 -0.278  -0.19
C 0.409 -4.897 0.369  0.04
C -0.831 -4.622 -0.134  -0.28
C -2.144 -5.280 0.111  0.00
C 2.803 -4.178 -0.154  -0.52
C 3.128 -5.624 -0.575  -0.03
C 3.588 -3.245 -1.063  -0.04
C 3.204 -3.990 1.314  -0.03
N -2.658 -2.749 -2.307  0.01
N -2.506 -1.508 -1.747  0.08
C -3.740 -0.957 -1.765  -0.22
C -4.649 -1.841 -2.345  0.05
C -3.922 -2.963 -2.685  -0.25
C -4.374 -4.223 -3.343  0.00
C -4.093 0.414 -1.245  -0.52
C -3.524 0.614 0.162  -0.03
C -3.573 1.449 -2.246  -0.02
C -5.614 0.563 -1.147  -0.05
C 0.426 -0.480 -5.695  -0.53
C -0.419 0.641 -5.092  -0.04
C -0.027 -0.684 -7.149  -0.05
C 1.915 -0.109 -5.702  -0.02
H 0.557 -5.809 -5.386  0.09
H 0.265 -5.866 -3.643  0.09
H -1.094 -5.819 -4.762  0.09
H 0.875 -3.307 -6.436  0.12
H -1.854 -4.822 -2.613  0.13
H 0.651 -5.639 1.112  0.13
H -2.251 -5.521 1.168  0.08
H -2.970 -4.634 -0.186  0.08
H -2.219 -6.210 -0.455  0.10
H 2.822 -5.807 -1.607  0.09
H 4.206 -5.782 -0.507  0.09
H 2.639 -6.358 0.064  0.08
H 3.292 -3.367 -2.108  0.10
H 3.459 -2.208 -0.788  0.03
H 4.651 -3.480 -0.985  0.10
H 2.853 -3.034 1.698  0.06
H 4.290 -4.041 1.417  0.10
H 2.769 -4.770 1.942  0.09
H -5.704 -1.694 -2.492  0.11
H -5.424 -4.133 -3.613  0.09
H -3.801 -4.422 -4.249  0.09
H -4.261 -5.083 -2.683  0.08
H -2.451 0.462 0.206  0.04
H -3.746 1.628 0.503  0.06
H -3.990 -0.084 0.862  0.10
H -2.528 1.291 -2.493  0.05
H -4.139 1.384 -3.177  0.10
H -3.679 2.463 -1.856  0.08
H -6.054 -0.208 -0.513  0.09
H -5.852 1.535 -0.710  0.09
H -6.088 0.520 -2.129  0.09
H -0.352 1.527 -5.726  0.10
H -0.076 0.933 -4.105  0.04
H -1.470 0.350 -5.030  0.09
H -1.072 -0.994 -7.199  0.09
H 0.077 0.256 -7.693  0.09
H 0.577 -1.432 -7.663  0.08
H 2.297 0.054 -4.698  0.06
H 2.506 -0.900 -6.170  0.09
H 2.060 0.806 -6.280  0.09
O 1.345 0.174 -2.534  -0.39
S 2.434 0.163 -1.501  0.54
O 3.723 -0.175 -1.999  -0.23
O 1.879 -0.698 -0.435  -0.38
C 2.540 1.836 -0.924  -0.22
C 3.817 2.349 -0.771  -0.03
C 3.999 3.674 -0.400  -0.03
C 2.906 4.497 -0.211  -0.03
C 1.621 3.995 -0.366  -0.06
C 1.435 2.663 -0.699  -0.23
S -0.237 2.162 -0.977  0.58
O -0.585 2.471 -2.320  -0.21
O -1.043 2.997 -0.019  -0.39
O -0.373 0.742 -0.581  -0.43
H 4.663 1.703 -0.955  0.12
H 5.002 4.059 -0.276  0.12
H 3.044 5.538 0.051  0.12
H 0.765 4.641 -0.230  0.11
C 1.533 0.708 7.537  -0.08
C 0.358 0.858 6.811  -0.08
C 0.399 0.864 5.425  -0.16
C 1.607 0.722 4.743  -0.40
C 2.777 0.565 5.480  -0.12
C 2.740 0.561 6.870  -0.08
Sb 1.537 0.625 2.602  1.56
C 3.655 0.653 2.317  -0.40
C 4.471 -0.322 1.756  -0.11
C 5.838 -0.105 1.619  -0.07
C 6.402 1.091 2.035  -0.08
C 5.594 2.079 2.585  -0.09
C 4.231 1.859 2.721  -0.17
C 0.736 -1.362 2.631  -0.37
C 0.990 -2.253 3.671  -0.12
C 0.121 -3.304 3.935  -0.07
C -1.040 -3.456 3.189  -0.08
C -1.298 -2.589 2.136  -0.09
C -0.401 -1.569 1.852  -0.16
H 1.506 0.704 8.619  0.11
H -0.588 0.966 7.325  0.11
H -0.532 0.963 4.873  0.09
H 3.730 0.446 4.977  0.09
H 3.657 0.437 7.431  0.11
H 4.051 -1.254 1.408  0.07
H 6.460 -0.876 1.181  0.11
H 7.467 1.255 1.935  0.11
H 6.027 3.015 2.915  0.11
H 3.615 2.640 3.161  0.10
H 1.854 -2.109 4.311  0.11
H 0.333 -3.980 4.754  0.11
H -1.744 -4.242 3.434  0.11
H -2.196 -2.694 1.540  0.11
H -0.634 -0.880 1.052  0.05
C -1.509 5.916 4.737  -0.10
C -1.007 4.480 4.843  -0.27
C 0.254 4.216 4.023  -0.27
C 0.066 4.313 2.505  -0.29
Ge -1.373 3.179 1.861  0.96
C -3.154 3.960 1.842  -0.29
C -3.585 4.611 0.527  -0.28
C -2.749 5.833 0.160  -0.28
C -3.294 6.562 -1.060  -0.10
H -2.390 6.077 5.357  0.08
H -1.774 6.186 3.712  0.05
H -0.737 6.613 5.067  0.08
H -1.804 3.785 4.541  0.09
H -0.802 4.244 5.889  0.11
H 0.646 3.226 4.272  0.06
H 1.025 4.931 4.325  0.12
H 0.982 4.001 2.001  0.03
H -0.148 5.338 2.188  0.08
H -1.328 1.727 2.344  -0.01
H -3.163 4.712 2.635  0.06
H -3.845 3.172 2.150  0.07
H -4.631 4.918 0.616  0.12
H -3.545 3.885 -0.287  0.08
H -1.717 5.525 -0.038  0.09
H -2.715 6.514 1.017  0.11
H -3.330 5.898 -1.926  0.08
H -2.676 7.420 -1.324  0.07
H -4.307 6.925 -0.877  0.08

***

13 unconnected molecules or ions with the total composition C56H84Cl24N3O5S in a non-equilibrium geometry, computed with the ωB97M-V functional and the def2-TZVPD basis.

Output
**Maximum force**: 3.9 eV Å⁻¹
**Total charge**: +1
**Calculated total energy**: -14167.124002 Ha

Each line ends with the Löwdin charge.
Cartesian coordinates (Å):
C -0.685 3.882 0.473  0.09
C 0.460 4.102 0.786  -0.13
C 1.956 4.110 1.062  -0.16
C 2.312 2.777 1.843  -0.15
C 3.298 1.837 1.066  -0.12
C 2.685 0.530 0.578  -0.07
C 2.463 -0.521 1.502  -0.10
C 2.788 -0.362 3.010  -0.14
C 1.430 -0.350 3.859  -0.37
S -0.028 0.239 2.908  1.00
C -1.435 -0.729 3.330  -0.61
N -2.238 -0.644 4.385  0.02
N -3.218 -1.535 4.312  0.04
C -3.068 -2.235 3.178  -0.16
O -1.978 -1.740 2.588  -0.01
C 1.926 -1.786 1.076  0.04
C 1.744 -2.916 2.101  -0.44
O 2.737 -3.241 2.705  0.14
O 0.551 -3.516 2.264  0.02
C 0.713 -4.744 3.024  -0.14
C -0.643 -5.534 3.100  -0.14
C -0.266 -6.930 3.738  -0.40
C -0.207 -7.995 2.592  -0.08
C -1.193 -7.331 4.937  -0.06
C 1.591 -1.922 -0.299  -0.06
C 1.007 -3.196 -0.756  -0.06
C 0.222 -4.046 -1.095  0.10
C 1.823 -0.841 -1.178  -0.07
C 1.432 -1.055 -2.658  -0.08
C 2.265 -2.171 -3.370  -0.14
C 1.294 -2.948 -4.338  -0.09
C 0.498 -1.992 -5.257  -0.49
O 1.014 -1.255 -6.047  0.13
O -0.894 -1.929 -5.172  0.04
N 2.333 0.323 -0.734  0.10
C 2.571 1.431 -1.660  -0.23
C 3.871 1.524 -2.193  -0.02
C 4.210 2.583 -3.063  -0.04
C 3.230 3.565 -3.398  -0.15
C 1.920 3.417 -2.869  -0.09
C 1.572 2.362 -2.001  -0.01
H -1.649 3.498 0.169  0.04
H 2.140 4.961 1.753  0.11
H 2.551 4.257 0.143  0.11
H 1.352 2.314 2.126  0.06
H 2.845 3.106 2.762  0.09
H 4.106 1.550 1.791  0.07
H 3.792 2.438 0.285  0.11
H 3.258 0.617 3.227  0.08
H 3.488 -1.135 3.367  0.13
H 1.574 0.377 4.683  0.07
H 1.286 -1.372 4.268  0.09
H -3.720 -3.033 2.806  0.00
H 1.433 -5.438 2.541  0.14
H 0.994 -4.546 4.080  0.14
H -1.321 -4.955 3.758  0.11
H -1.035 -5.680 2.077  0.06
H 0.772 -6.869 4.143  0.12
H 0.541 -8.790 2.794  0.08
H 0.109 -7.508 1.639  0.07
H -1.206 -8.442 2.424  0.08
H -0.602 -7.206 5.872  0.08
H -1.491 -8.396 4.900  0.08
H -2.060 -6.647 4.985  0.06
H -0.480 -4.766 -1.503  0.04
H 1.480 -0.123 -3.248  0.13
H 0.365 -1.379 -2.645  0.11
H 2.668 -2.943 -2.688  0.11
H 3.087 -1.767 -3.994  0.13
H 1.874 -3.670 -4.952  0.14
H 0.560 -3.568 -3.776  0.10
H -1.153 -1.976 -4.234  0.01
H 4.657 0.787 -1.951  0.13
H 5.231 2.682 -3.458  0.11
H 3.570 4.413 -4.077  0.00
H 1.173 4.173 -3.142  0.08
H 0.561 2.251 -1.587  0.12
Cl -0.059 7.931 -5.079  0.55
C 1.560 8.541 -4.652  -0.65
C 2.644 7.536 -4.964  -0.65
Cl 2.573 6.106 -3.898  0.69
H 1.552 8.809 -3.597  0.07
H 1.721 9.449 -5.234  0.08
H 3.623 7.992 -4.815  0.05
H 2.586 7.184 -5.993  -0.02
Cl 6.098 6.640 -5.575  0.59
C 6.129 5.509 -6.953  -0.63
C 5.032 5.791 -7.951  -0.62
Cl 3.415 5.417 -7.296  0.62
H 6.061 4.497 -6.558  0.07
H 7.101 5.623 -7.434  0.07
H 5.168 5.167 -8.833  0.08
H 5.034 6.832 -8.267  0.08
Cl 9.474 8.857 -8.688  0.54
C 10.105 7.820 -7.384  -0.67
C 9.443 8.108 -6.058  -0.69
Cl 9.895 9.704 -5.411  0.55
H 11.183 7.961 -7.332  0.07
H 9.909 6.789 -7.677  0.06
H 9.756 7.368 -5.321  0.07
H 8.358 8.072 -6.136  0.01
Cl 4.531 1.847 5.977  0.54
C 5.643 3.235 5.818  -0.66
C 5.435 3.983 4.527  -0.64
Cl 5.942 3.026 3.107  0.58
H 6.662 2.862 5.906  0.08
H 5.446 3.899 6.659  -0.03
H 6.032 4.894 4.524  0.08
H 4.390 4.261 4.391  0.06
Cl -4.725 -5.164 6.414  0.54
C -6.270 -4.575 5.744  -0.68
C -6.539 -5.123 4.362  -0.63
Cl -5.412 -4.455 3.150  0.60
H -6.245 -3.488 5.746  -0.01
H -7.054 -4.899 6.428  0.08
H -7.544 -4.851 4.043  0.06
H -6.457 -6.208 4.337  0.07
Cl -7.928 -1.905 4.751  0.60
C -7.483 -0.232 5.175  -0.63
C -6.648 -0.171 6.427  -0.68
Cl -7.578 -0.607 7.884  0.55
H -8.399 0.348 5.268  0.07
H -6.913 0.165 4.335  0.07
H -6.283 0.844 6.576  0.01
H -5.788 -0.837 6.365  0.06
Cl 2.560 7.264 6.224  0.54
C 2.306 6.251 7.668  -0.66
C 3.410 6.418 8.684  -0.64
Cl 4.957 5.741 8.109  0.59
H 2.218 5.216 7.342  0.07
H 1.355 6.554 8.105  0.08
H 3.152 5.886 9.600  0.08
H 3.573 7.465 8.933  0.07
Cl -3.058 -4.712 0.488  0.58
C -4.136 -3.493 -0.251  -0.63
C -3.980 -3.475 -1.746  -0.62
Cl -2.380 -2.833 -2.214  0.64
H -3.913 -2.521 0.191  0.07
H -5.157 -3.762 0.019  0.07
H -4.730 -2.829 -2.202  0.08
H -4.090 -4.470 -2.171  0.00
Cl -3.399 1.105 9.592  0.55
C -2.424 0.909 8.114  -0.67
C -2.506 2.117 7.214  -0.66
Cl -4.120 2.299 6.484  0.57
H -2.760 0.008 7.604  0.06
H -1.392 0.757 8.433  0.07
H -1.798 2.013 6.392  0.06
H -2.274 3.035 7.751  0.07
Cl -5.001 0.195 -3.980  0.53
C -3.921 -0.008 -5.388  -0.67
C -3.967 1.180 -6.317  -0.66
Cl -5.532 1.313 -7.158  0.54
H -4.203 -0.926 -5.899  0.07
H -2.912 -0.131 -4.998  0.05
H -3.201 1.075 -7.085  0.08
H -3.790 2.112 -5.783  0.07
Cl -5.602 -7.008 -1.112  0.55
C -5.686 -7.928 -2.639  -0.64
C -4.701 -7.425 -3.666  -0.63
Cl -5.130 -5.804 -4.274  0.60
H -6.709 -7.875 -3.007  0.07
H -5.464 -8.966 -2.394  0.08
H -4.692 -8.093 -4.527  0.08
H -3.691 -7.377 -3.262  0.07
Cl -7.490 -6.262 -7.060  0.53
C -6.470 -4.812 -7.230  -0.71
C -6.782 -4.040 -8.490  -0.67
Cl -6.290 -4.923 -9.957  0.54
H -5.429 -5.127 -7.201  0.05
H -6.662 -4.186 -6.358  0.06
H -6.235 -3.097 -8.489  0.07
H -7.844 -3.818 -8.570  0.07

***

> Among the records above, which one has the highest calculated total energy?

C56H78BGeN6O6S2SbSc